[1]
ORCA calculation (ωB97M-V/def2-TZVPD) on a structure of composition C18H10BCl2F4N3O2S2Y.

Each line ends with the Mulliken charge.
Geometry (Å):
Y (-1.00751, -2.26216, 0.36650)  0.8117
S (1.39148, -1.34177, 1.14357)  -0.2587
C (1.61623, -2.93469, 1.80860)  0.9194
S (0.23674, -4.00027, 1.91343)  -0.5772
C (2.86119, -3.32915, 2.23898)  0.1636
C (3.10188, -4.63038, 2.80036)  -0.1982
N (3.32722, -5.66772, 3.24768)  -0.5503
C (3.98530, -2.43454, 2.17276)  0.0363
N (4.89452, -1.72782, 2.12868)  -0.5513
F (-4.79840, -3.94352, 0.01806)  -0.3043
B (-3.48930, -3.64270, 0.20024)  0.4567
F (-2.74611, -4.54478, 0.95891)  -0.3135
F (-3.32034, -2.35040, 0.89779)  -0.3789
F (-2.76298, -3.44257, -1.01028)  -0.3107
Cl (-1.66130, 0.52423, 1.42069)  -0.1604
C (-0.17913, 1.39498, 1.71072)  1.8260
C (0.08073, 1.79021, 3.00600)  -0.7880
C (1.28432, 2.41785, 3.29060)  -0.4535
C (2.19765, 2.65719, 2.27971)  -0.5647
C (1.89180, 2.28011, 0.98283)  0.8729
Cl (3.04950, 2.59653, -0.27401)  -0.2304
C (0.70609, 1.62477, 0.65904)  -2.6867
N (0.46697, 1.11818, -0.63019)  0.6143
C (-0.36387, 1.78939, -1.54971)  1.0771
C (-0.90467, 3.03623, -1.27473)  -0.7218
C (-1.72646, 3.66061, -2.20535)  -0.7815
C (-2.00157, 3.05040, -3.41731)  -0.7422
C (-1.46814, 1.79240, -3.67635)  -0.9199
C (-0.66310, 1.14097, -2.75750)  0.6585
C (-0.18212, -0.26225, -3.00604)  -1.1534
C (-0.64779, -1.23139, -1.94264)  1.4663
O (-0.02231, -2.30315, -1.71265)  -0.7814
O (-1.65111, -0.91194, -1.23293)  -0.6076
H (-0.63489, 1.56255, 3.78310)  0.4534
H (1.51811, 2.69772, 4.30888)  0.3731
H (3.15072, 3.12446, 2.48347)  0.4308
H (1.28614, 0.68983, -1.04014)  0.5845
H (-0.67889, 3.52295, -0.33351)  0.4415
H (-2.14353, 4.63347, -1.97670)  0.3868
H (-2.63539, 3.53459, -4.14836)  0.3745
H (-1.70589, 1.28602, -4.60558)  0.3210
H (0.90721, -0.34888, -3.05824)  0.2936
H (-0.55898, -0.61558, -3.96838)  0.4724

M, g/mol: 611.047
E, eV: -86712.8861
HOMO energy, eV: -5.3845
Energy above the lowest of the compared OMol25 structures with the same formula, charge and spin, kcal/mol: 0.0
Gap between HOMO and LUMO, eV: 7.709
Net charge: -1
E_LUMO, eV: 2.32

---

[2]
ORCA calculation (ωB97M-V/def2-TZVPD) on a cluster of 12 separate species, C25H56Br2FNO15 in total.

Each line ends with the Mulliken charge.
Geometry (Å):
C (-3.25558, 4.57640, 2.29091)  -0.9927
C (-3.26186, 4.37106, 0.76641)  -0.5635
C (-3.65097, 2.96073, 0.35639)  -0.5714
O (-2.43714, 2.19117, 0.27580)  -0.2634
C (-2.65631, 0.82015, 0.01377)  -0.5570
C (-2.34151, -0.06387, 1.18527)  0.6507
C (-2.46481, 0.22545, 2.48195)  1.0127
F (-2.96001, 1.38024, 2.93897)  -0.2097
C (-2.07973, -0.72346, 3.56903)  0.3708
O (-2.54294, -0.63034, 4.67573)  -0.6096
C (-1.08095, -1.75381, 3.17482)  1.0247
N (-0.30140, -2.32930, 4.21300)  -0.5626
C (-0.90197, -3.09303, 4.95364)  0.6564
O (-1.44349, -3.82375, 5.63359)  -0.3660
C (-0.96209, -2.06458, 1.88218)  -0.7494
C (0.05084, -3.03366, 1.42763)  -0.2109
Br (-0.37793, -4.86928, 1.46596)  -0.2042
C (1.23595, -2.61209, 0.98350)  0.4998
C (2.37156, -3.42988, 0.47613)  -1.4179
Br (1.56102, -0.73143, 0.94174)  -0.1339
C (-1.83212, -1.41607, 0.86386)  -0.0326
O (-2.10316, -1.97465, -0.17364)  -0.6148
H (-3.90680, 3.86034, 2.78014)  0.2468
H (-3.54660, 5.58578, 2.55844)  0.3648
H (-2.24727, 4.44280, 2.66632)  0.1932
H (-2.25000, 4.50503, 0.39683)  0.1876
H (-3.94199, 5.06481, 0.28302)  0.3988
H (-4.07841, 2.95597, -0.64361)  0.6585
H (-4.34071, 2.53103, 1.08214)  0.3352
H (-1.96764, 0.54473, -0.78235)  -0.0423
H (-3.67447, 0.66527, -0.34256)  0.3548
H (3.29401, -2.93665, 0.76054)  0.3434
H (2.34116, -3.41749, -0.60910)  0.2229
H (2.37787, -4.42785, 0.89299)  0.5098
C (-3.89091, 4.84366, -3.96046)  -0.4945
O (-3.94884, 4.24484, -2.66357)  -0.4093
H (-4.76802, 5.47679, -4.07091)  0.2621
H (-2.99108, 5.44666, -4.06457)  0.1359
H (-3.90372, 4.07810, -4.73987)  0.2416
H (-3.16906, 3.68995, -2.57314)  0.2049
C (-1.23193, -3.98737, 9.02780)  -0.4836
O (-1.43291, -5.29601, 8.51074)  -0.5048
H (-0.87211, -4.07289, 10.05001)  0.2523
H (-0.48662, -3.44864, 8.43592)  0.1912
H (-2.16903, -3.42425, 9.02871)  0.2384
H (-1.75005, -5.19570, 7.60891)  0.3344
C (5.17685, -1.44970, -1.21666)  -0.5526
O (4.84391, -2.83449, -1.25591)  -0.4650
H (4.32216, -0.90664, -0.81851)  0.2033
H (6.04111, -1.28500, -0.56725)  0.2640
H (5.39885, -1.08787, -2.22327)  0.2623
H (5.60521, -3.30217, -1.61219)  0.2523
C (-2.77837, -8.21500, 2.04732)  -0.5613
O (-1.44141, -7.96523, 1.62981)  -0.4038
H (-3.13838, -7.32131, 2.55100)  0.1888
H (-3.42470, -8.42380, 1.19088)  0.2808
H (-2.81954, -9.05596, 2.74387)  0.2678
H (-1.12334, -8.75569, 1.18464)  0.2956
C (0.21381, -11.47831, -0.73645)  -0.5443
O (-0.08825, -10.48449, 0.24151)  -0.5034
H (-0.28848, -12.39400, -0.43821)  0.2068
H (-0.14757, -11.17982, -1.72316)  0.2551
H (1.28927, -11.66213, -0.78402)  0.2475
H (0.36654, -9.68021, -0.02661)  0.2860
C (0.37689, -2.33709, -3.26457)  -0.6726
O (1.50062, -1.89536, -2.49805)  -0.3067
H (-0.51317, -2.24776, -2.64556)  0.1988
H (0.25965, -1.71799, -4.15785)  0.3276
H (0.50504, -3.38190, -3.55684)  0.2935
H (2.28039, -1.98037, -3.05427)  0.1948
C (0.10722, 6.65560, 3.84243)  -0.5482
O (-0.99407, 6.00906, 4.47077)  -0.4773
H (-0.25268, 7.59913, 3.44090)  0.2216
H (0.90745, 6.85853, 4.55938)  0.2780
H (0.50345, 6.05068, 3.02190)  0.2419
H (-0.67874, 5.17402, 4.82548)  0.2830
C (-0.11172, 1.99702, -2.62822)  -0.4039
O (0.86731, 1.11473, -3.16619)  -0.5464
H (-0.05837, 2.94403, -3.16087)  0.2676
H (-1.11544, 1.57666, -2.75397)  0.1629
H (0.07527, 2.18010, -1.56621)  0.2766
H (0.79988, 0.28493, -2.67784)  0.2610
C (-0.74561, 7.02683, -5.57412)  -0.4572
O (-1.11097, 5.64567, -5.55542)  -0.4811
H (-1.61606, 7.60454, -5.27345)  0.2220
H (0.07411, 7.21689, -4.87812)  0.1979
H (-0.44720, 7.32805, -6.58194)  0.2672
H (-0.34029, 5.13794, -5.82080)  0.2718
C (2.54221, 9.27030, -3.50157)  -0.5398
O (2.21360, 7.88369, -3.48131)  -0.4782
H (1.65648, 9.82174, -3.19844)  0.2129
H (3.35369, 9.49137, -2.80387)  0.2715
H (2.83389, 9.59091, -4.50513)  0.2559
H (2.99666, 7.39562, -3.74771)  0.2804
C (8.42688, -0.82876, -2.79803)  -0.5031
O (7.76098, -1.96039, -3.36206)  -0.4782
H (7.99576, -0.63752, -1.82002)  0.1711
H (9.49442, -1.03255, -2.68730)  0.3007
H (8.28431, 0.05088, -3.43029)  0.2735
H (8.15024, -2.11235, -4.22662)  0.2828

M, g/mol: 789.521
E, eV: -201831.0512
HOMO energy, eV: -8.9474
Gap between HOMO and LUMO, eV: 7.585
E_LUMO, eV: -1.36

---

> Which formula does entry 1 have?

C18H10BCl2F4N3O2S2Y